[1]
The following is a quantum chemistry calculation of a 3-piece molecular cluster, C18H40INO9 overall, from OMol25.

Properties
SMILES   COCNC(=O)OCCCI.COCCOCCOC.COCCOCCOC
Calculated total energy   -47328.73565 eV

```
! RIJCOSX wB97M-V def2-TZVPD def2/J DEFGRID3
* xyz 0 1
C 0.532 -3.561 2.358
O 0.069 -3.201 1.055
C -1.069 -3.847 0.571
N -0.747 -4.924 -0.389
C 0.532 -5.448 -0.419
O 1.116 -5.874 0.534
O 1.052 -5.496 -1.683
C 1.561 -4.224 -2.112
C 2.934 -3.916 -1.496
C 3.053 -2.465 -1.039
I 3.229 -1.132 -2.701
H -0.070 -4.376 2.771
H 1.566 -3.904 2.293
H 0.468 -2.685 3.010
H -1.677 -4.242 1.395
H -1.665 -3.108 0.024
H -1.109 -4.755 -1.317
H 0.845 -3.431 -1.849
H 1.610 -4.273 -3.203
H 3.711 -4.134 -2.236
H 3.102 -4.560 -0.627
H 2.151 -2.143 -0.511
H 3.922 -2.287 -0.405
C -0.932 -0.773 -2.392
O -1.570 0.477 -2.500
C -0.820 1.563 -1.986
C -0.843 2.762 -2.907
O -0.119 2.596 -4.111
C -0.680 1.810 -5.145
C -1.817 2.463 -5.897
O -2.996 2.540 -5.118
C -3.710 3.748 -5.237
H -1.017 -1.181 -1.375
H -1.420 -1.458 -3.086
H 0.129 -0.702 -2.651
H 0.220 1.266 -1.811
H -1.250 1.874 -1.023
H -0.317 3.564 -2.381
H -1.868 3.095 -3.087
H -0.969 0.817 -4.793
H 0.135 1.687 -5.864
H -2.014 1.856 -6.791
H -1.506 3.460 -6.227
H -3.038 4.613 -5.249
H -4.365 3.828 -4.370
H -4.325 3.768 -6.144
C -0.197 2.625 7.194
O 0.585 2.711 6.026
C 1.591 1.725 5.904
C 1.666 1.158 4.504
O 0.561 0.354 4.131
C -0.658 0.984 3.781
C -0.665 1.651 2.424
O 0.127 2.822 2.413
C 0.900 3.016 1.251
H 0.314 3.065 8.058
H -1.116 3.182 7.014
H -0.456 1.587 7.429
H 1.420 0.908 6.614
H 2.568 2.172 6.133
H 2.519 0.474 4.494
H 1.861 1.947 3.775
H -0.992 1.678 4.555
H -1.383 0.167 3.727
H -1.706 1.911 2.189
H -0.315 0.939 1.666
H 1.343 2.078 0.898
H 1.703 3.708 1.502
H 0.304 3.450 0.441
*
```

[2]
The following is a quantum chemistry calculation of a 3-piece molecular cluster, C18H40N2O4 overall, from OMol25.

Properties
SMILES   CC(=O)OCCCOC=O.CCN(CC)CC.CCN(CC)CC
Calculated total energy   -30483.63932 eV
Relative energy (zero: lowest compared OMol25 entry of this formula, charge and spin)   0.000 eV

```
! RIJCOSX wB97M-V def2-TZVPD def2/J DEFGRID3
* xyz 0 1
C 3.848 2.322 3.305
C 3.700 3.411 2.277
O 4.584 4.088 1.857
O 2.411 3.529 1.804
C 1.618 4.535 2.447
C 0.173 4.287 2.082
C -0.332 2.924 2.563
O -0.918 2.163 1.495
C -0.037 1.428 0.765
O 0.303 1.708 -0.335
H 3.466 1.386 2.893
H 4.897 2.210 3.571
H 3.259 2.558 4.194
H 1.943 5.523 2.106
H 1.765 4.485 3.536
H -0.435 5.091 2.504
H 0.083 4.319 0.994
H 0.494 2.352 3.005
H -1.114 3.016 3.314
H 0.293 0.506 1.277
C 2.177 -3.959 2.313
C 1.185 -3.418 3.331
N 0.230 -2.487 2.755
C -0.520 -1.734 3.745
C -1.474 -2.490 4.676
C -0.534 -2.986 1.620
C -1.358 -4.263 1.820
H 2.672 -3.141 1.786
H 2.937 -4.555 2.818
H 1.698 -4.601 1.573
H 1.733 -2.870 4.103
H 0.704 -4.267 3.843
H -1.082 -0.961 3.211
H 0.212 -1.204 4.363
H -2.371 -2.827 4.158
H -1.791 -1.833 5.487
H -0.994 -3.360 5.126
H 0.162 -3.151 0.794
H -1.191 -2.175 1.293
H -0.781 -5.036 2.329
H -1.657 -4.663 0.850
H -2.265 -4.087 2.397
C 0.209 1.931 -3.742
C -1.156 1.323 -4.019
N -1.389 1.039 -5.426
C -2.773 0.737 -5.739
C -3.389 -0.534 -5.139
C -0.389 0.204 -6.073
C -0.114 -1.180 -5.469
H 0.370 2.816 -4.360
H 0.271 2.217 -2.693
H 1.019 1.225 -3.936
H -1.929 2.031 -3.709
H -1.281 0.436 -3.376
H -2.867 0.698 -6.828
H -3.368 1.595 -5.412
H -3.015 -1.437 -5.619
H -4.473 -0.515 -5.271
H -3.190 -0.610 -4.069
H 0.550 0.760 -6.094
H -0.690 0.092 -7.118
H -0.003 -1.126 -4.385
H 0.818 -1.579 -5.874
H -0.904 -1.896 -5.691
*
```

[3]
The following is a quantum chemistry calculation of a 7-piece molecular cluster, C18H40N2O5S5 overall, from OMol25.

Properties
Calculated total energy   -86702.99039 eV
Relative energy (zero: lowest compared OMol25 entry of this formula, charge and spin)   1.130 eV

```
! RIJCOSX wB97M-V def2-TZVPD def2/J DEFGRID3
* xyz 0 1
N 3.542 0.640 0.156
C 4.047 0.402 -1.073
C 4.851 -0.737 -1.016
C 4.707 -1.193 0.308
C 3.995 -0.279 1.066
H 3.009 1.489 0.297
H 3.968 1.193 -1.803
H 5.570 -1.051 -1.752
H 5.091 -2.102 0.751
H 3.788 -0.257 2.119
N 0.733 -3.777 -0.383
C 1.516 -2.758 -0.856
C 1.643 -2.967 -2.204
C 0.915 -4.131 -2.566
C 0.251 -4.534 -1.413
H 0.460 -3.833 0.584
H 1.890 -1.974 -0.220
H 2.287 -2.423 -2.878
H 0.679 -4.514 -3.545
H -0.370 -5.399 -1.252
C -4.130 2.339 2.178
S -5.949 2.323 2.030
O -6.281 3.674 1.477
C -5.979 1.134 0.629
H -3.713 2.792 1.280
H -3.726 1.394 2.528
H -3.889 3.110 2.917
H -5.514 0.171 0.826
H -5.373 1.647 -0.123
H -6.986 1.075 0.225
C -0.112 -0.243 0.981
S -1.562 -0.127 -0.116
O -2.081 1.300 -0.089
C -0.655 -0.337 -1.721
H -0.261 0.198 1.963
H 0.811 0.207 0.617
H 0.131 -1.301 1.075
H 0.394 -0.610 -1.744
H -0.805 0.572 -2.305
H -1.246 -1.135 -2.173
C 1.418 -1.736 6.043
S -0.047 -1.847 4.919
O 0.474 -1.874 3.511
C -0.552 -0.153 5.238
H 2.048 -2.624 5.991
H 1.034 -1.684 7.062
H 2.037 -0.891 5.748
H 0.323 0.492 5.101
H -0.834 -0.037 6.286
H -1.304 0.294 4.591
C -0.798 0.324 -6.447
S 0.508 -0.912 -6.853
O 1.610 -0.152 -7.528
C 1.023 -1.193 -5.078
H -1.346 -0.032 -5.570
H -1.493 0.385 -7.280
H -0.389 1.288 -6.151
H 2.061 -1.497 -5.195
H 0.399 -2.016 -4.732
H 0.939 -0.342 -4.407
C -0.672 3.443 2.325
S 0.746 3.723 1.213
O 1.537 2.466 1.240
C -0.223 3.580 -0.349
H -0.354 3.450 3.365
H -1.096 2.491 2.010
H -1.375 4.257 2.147
H -0.044 4.558 -0.806
H -1.305 3.554 -0.230
H 0.026 2.707 -0.939
*
```

Number 1: lowest unoccupied orbital energy 0.495 eV, HOMO-LUMO gap 9.65 eV, E_HOMO -9.2 eV. Number 2: lowest unoccupied orbital energy 0.517 eV, HOMO-LUMO gap 8.32 eV, E_HOMO -7.8 eV. Number 3: lowest unoccupied orbital energy 0.117 eV, HOMO-LUMO gap 8.14 eV, E_HOMO -8.0 eV.